This record from the OMol25 dataset describes a molecular structure, C16H48F6InN3O20S6 at a distorted geometry. The level of theory is ωB97M-V/def2-TZVPD.

ORCA input file:
```
! wB97M-V def2-TZVPD RIJCOSX def2/J DEFGRID3
* xyz 0 1
In -0.27 -0.03 -0.05
N 1.13 -2.54 0.53
S 1.63 -3.61 1.53
O 3.06 -3.76 1.73
O 0.71 -4.70 1.87
F 1.28 -2.60 2.74
S 1.32 -3.68 -0.70
O 0.27 -4.68 -0.80
O 2.68 -4.10 -1.11
F 0.96 -2.64 -1.86
N -0.54 0.60 -2.88
S -1.44 1.64 -3.90
O -2.57 1.17 -4.69
O -0.69 2.78 -4.35
F -2.18 2.40 -2.69
S -0.13 -0.22 -4.02
O 0.58 0.35 -5.18
O -0.79 -1.49 -4.09
F 1.21 -0.71 -3.26
N -2.94 1.10 0.63
S -3.66 1.80 2.00
O -3.82 0.81 3.11
O -4.62 2.88 1.92
F -2.35 2.54 2.50
S -4.28 1.10 -0.05
O -4.63 2.24 -0.87
O -5.33 0.28 0.58
F -3.94 0.05 -1.24
C 1.52 0.74 4.95
C 0.71 1.43 3.83
O 1.32 1.18 2.63
H 1.04 0.99 5.89
H 2.57 1.03 4.81
H 1.53 -0.34 4.83
H 0.64 2.51 3.88
H -0.34 1.17 3.74
H 2.27 1.33 2.68
C -2.33 -2.90 4.07
C -1.57 -1.61 3.82
O -1.84 -0.95 2.55
H -1.88 -3.68 3.46
H -3.31 -2.59 3.73
H -2.41 -3.12 5.13
H -0.49 -1.67 3.92
H -1.75 -0.93 4.65
H -2.69 -0.50 2.58
C 6.13 -0.14 2.24
C 4.61 0.11 2.72
O 4.32 1.39 2.08
H 6.78 0.67 2.57
H 6.11 -0.11 1.15
H 6.64 -1.07 2.49
H 4.56 0.18 3.80
H 3.94 -0.69 2.41
H 4.88 2.06 2.48
C 3.77 3.85 -2.99
C 2.46 3.73 -3.80
O 1.38 3.88 -2.89
H 4.59 3.60 -3.66
H 3.80 3.19 -2.12
H 4.00 4.87 -2.67
H 2.52 2.77 -4.31
H 2.31 4.47 -4.59
H 0.64 3.52 -3.38
C -5.87 -2.93 -3.63
C -4.77 -1.89 -3.92
O -3.59 -2.36 -3.33
H -5.87 -3.30 -2.61
H -5.79 -3.67 -4.42
H -6.83 -2.45 -3.85
H -5.10 -0.97 -3.42
H -4.62 -1.63 -4.97
H -2.95 -1.69 -3.61
C -3.49 -4.01 -0.21
C -2.65 -2.78 0.05
O -2.03 -2.29 -1.09
H -4.23 -4.30 0.54
H -2.83 -4.84 -0.45
H -4.07 -3.82 -1.11
H -1.85 -2.92 0.77
H -3.37 -2.11 0.51
H -2.30 -2.83 -1.83
C 0.63 4.42 1.30
C -0.31 3.85 0.28
O 0.45 2.87 -0.51
H 0.05 5.10 1.92
H 1.43 4.97 0.80
H 1.11 3.69 1.95
H -0.63 4.65 -0.38
H -1.22 3.49 0.76
H 0.90 3.42 -1.15
C 4.08 -0.95 -1.27
C 3.32 0.40 -1.07
O 2.61 0.50 0.11
H 4.41 -1.34 -0.31
H 4.91 -0.68 -1.91
H 3.40 -1.69 -1.69
H 2.70 0.69 -1.91
H 4.08 1.18 -1.10
H 3.22 0.89 0.73
*
```

Computed properties:
E_tot (Eh): -5485.35733
Frontier orbital gap (eV): 2.6

This record from the OMol25 dataset describes a molecular structure, C14H24FeN2S5. The level of theory is ωB97M-V/def2-TZVPD.

ORCA input file:
```
! wB97M-V def2-TZVPD RIJCOSX def2/J DEFGRID3
* xyz 3 2
Fe 0.20 -0.92 0.31
C 1.42 -0.69 3.32
C 1.23 0.77 2.95
S 0.12 1.07 1.53
C -1.56 1.01 2.25
C -2.09 -0.39 2.48
S -1.94 -1.28 0.91
C -1.97 -3.04 1.35
C -1.40 -3.79 0.16
S 0.23 -3.17 -0.37
C 1.42 -3.99 0.74
C 1.58 -3.33 2.10
S 1.80 -1.56 1.78
H 0.53 -1.14 3.77
H 2.25 -0.81 4.01
H 2.18 1.21 2.64
H 0.86 1.36 3.79
H -2.18 1.55 1.53
H -1.54 1.60 3.17
H -3.15 -0.36 2.74
H -1.56 -0.93 3.27
H -3.01 -3.32 1.52
H -1.41 -3.19 2.27
H -2.03 -3.68 -0.72
H -1.30 -4.86 0.36
H 2.36 -3.98 0.18
H 1.12 -5.03 0.83
H 2.47 -3.70 2.61
H 0.72 -3.47 2.75
C -0.17 2.71 -5.68
C 0.05 2.58 -4.22
C 0.36 3.61 -3.36
C 0.54 3.34 -2.00
N 0.42 2.08 -1.51
C 0.13 1.12 -2.34
S 0.02 -0.58 -1.88
N -0.07 1.35 -3.66
C 0.90 4.41 -1.03
H -0.06 3.75 -5.99
H -1.17 2.37 -5.95
H 0.56 2.11 -6.23
H 0.46 4.62 -3.74
H -0.30 0.57 -4.27
H 0.66 5.40 -1.42
H 1.97 4.36 -0.85
H 0.39 4.25 -0.08
*
```

Computed properties:
E_tot (Eh): -3911.07588
Frontier orbital gap (alpha / beta) (eV): 6.1 / 8.0

This record from the OMol25 dataset describes a molecular structure, C33H37As2BaN2O2 at a distorted geometry. The level of theory is ωB97M-V/def2-TZVPD.

ORCA input file:
```
! wB97M-V def2-TZVPD RIJCOSX def2/J DEFGRID3
* xyz -1 1
Ba -0.09 -0.83 -1.55
O -1.98 -0.39 -0.52
C -2.59 -1.44 -0.09
C -3.72 -1.94 -0.79
C -4.35 -3.10 -0.43
C -3.91 -3.83 0.67
C -2.84 -3.36 1.40
C -2.17 -2.19 1.05
C -1.03 -1.75 1.81
N -0.61 -2.34 2.86
C 0.58 -1.86 3.49
C 1.80 -2.66 2.98
N 2.34 -1.97 1.85
C 2.37 -2.46 0.68
C 2.01 -3.78 0.17
C 2.46 -4.96 0.76
C 2.15 -6.19 0.22
C 1.38 -6.26 -0.93
C 0.92 -5.10 -1.53
C 1.22 -3.83 -1.02
O 0.78 -2.74 -1.57
H -4.07 -1.36 -1.64
H -5.19 -3.45 -1.02
H -4.42 -4.75 0.95
H -2.49 -3.89 2.28
H -0.54 -0.83 1.46
H 0.47 -2.03 4.57
H 0.77 -0.79 3.30
H 1.47 -3.69 2.76
H 2.57 -2.68 3.75
H 2.73 -1.77 -0.09
H 3.10 -4.89 1.63
H 2.52 -7.10 0.68
H 1.13 -7.21 -1.37
H 0.32 -5.15 -2.43
C -0.50 2.28 3.02
As -0.91 1.83 1.14
C -2.85 1.81 1.48
C -0.84 3.63 0.36
C -0.71 4.79 1.12
C -0.67 6.04 0.53
C -0.70 6.15 -0.85
C -0.81 5.00 -1.62
C -0.91 3.75 -1.03
As -1.20 2.11 -2.06
C -0.84 2.78 -3.90
C -3.14 2.33 -2.27
H -1.17 3.04 3.42
H 0.53 2.62 3.14
H -0.62 1.37 3.61
H -3.23 2.83 1.56
H -3.02 1.28 2.41
H -3.38 1.29 0.69
H -0.66 4.72 2.20
H -0.60 6.93 1.15
H -0.64 7.12 -1.32
H -0.81 5.10 -2.70
H -1.51 3.59 -4.19
H -0.98 1.95 -4.59
H 0.19 3.12 -3.99
H -3.39 3.35 -2.56
H -3.66 2.09 -1.35
H -3.48 1.64 -3.05
C 2.03 0.46 -2.81
C 2.84 0.94 -1.71
C 3.93 0.21 -1.22
C 4.67 0.66 -0.14
C 4.38 1.89 0.45
C 3.33 2.65 -0.05
C 2.57 2.18 -1.11
H 2.56 -0.22 -3.46
H 1.58 1.27 -3.36
H 4.18 -0.73 -1.69
H 5.49 0.07 0.23
H 4.96 2.24 1.29
H 3.13 3.63 0.37
H 1.74 2.78 -1.48
*
```

Computed properties:
E_tot (Eh): -6036.72749
Energy above the lowest of the compared OMol25 structures with the same formula, charge and spin (eV): 2.251
Frontier orbital gap (eV): 5.1